*one*
This record from the OMol25 dataset describes an isolated molecule of C25H28N4O3. The level of theory is ωB97M-V/def2-TZVPD.

Its structure (SMILES) is COC(=O)c1[nH]c2ccccc2c1NC(=O)CN1CCN(C/C=C/c2ccccc2)CC1. The calculation puts the HOMO energy at -7.62 eV. Its gap between HOMO and LUMO is 0.294 Ha. As for the multiplicity: 1. The calculation puts the LUMO energy at 0.37 eV.

The geometry in XYZ format:
```
60
Properties=species:S:1:pos:R:3:lowdin_charge:R:1
O -2.3383 1.4455 1.0341 -0.04
O -0.8481 1.4830 -0.6653 0.08
O -0.1662 -2.7981 -3.3105 0.07
N 3.4178 1.6882 -1.3184 -0.16
N 1.6816 0.1479 -2.9017 -0.21
N -2.3517 -1.2731 1.1048 0.14
N -0.3243 -1.0597 -1.8198 0.17
C 0.5656 1.0603 2.6265 -0.04
C -1.3109 -4.0789 -0.8404 -0.01
C -2.3784 2.8621 1.0117 -0.04
C 2.9118 -0.4342 -2.4157 -0.16
C -0.3730 0.6972 3.5731 -0.08
C 0.0846 -1.6662 -2.9637 -0.43
C 2.9218 2.0806 1.0645 -0.09
C -1.8628 -5.1346 -0.1550 -0.09
C 0.2287 3.3672 3.1804 -0.05
C -1.5418 0.8570 0.1157 -0.43
C -1.1037 -1.4844 -0.7677 -0.08
C -2.8424 -3.6787 1.5116 -0.02
C 3.8251 2.3817 -0.0960 -0.19
C 1.8535 2.7987 1.3984 -0.06
C -1.5172 -2.7845 -0.3522 -0.08
C 3.2607 0.2587 -1.1043 -0.18
C 1.8907 1.5387 -3.2227 -0.16
C -1.6351 -0.5804 0.1515 -0.10
C -2.6179 -4.9392 1.0079 -0.09
C -0.7008 3.0017 4.1356 -0.09
C 0.9279 -0.6899 -3.8002 -0.09
C -1.0068 1.6652 4.3342 -0.09
C 2.2195 2.2587 -1.9139 -0.17
C -2.2900 -2.5998 0.8268 -0.20
C 0.8852 2.4018 2.4177 -0.23
H 0.2349 -0.0769 -4.3834 0.13
H 2.4103 3.3159 -2.1139 0.12
H 0.4606 4.4118 3.0249 0.11
H -0.0345 -0.0806 -1.7438 0.12
H -1.3815 3.2652 0.8281 0.08
H 2.7142 1.6819 -3.9434 0.12
H -0.6121 -0.3474 3.7158 0.10
H -1.7162 -6.1407 -0.5176 0.10
H 4.8474 2.0625 0.1301 0.12
H -0.7444 -4.2281 -1.7448 0.09
H 0.9745 1.9592 -3.6411 0.12
H 3.1307 1.1607 1.5945 0.11
H -3.4284 -3.5233 2.4052 0.11
H 1.5453 -1.2666 -4.5040 0.13
H -1.7399 1.3808 5.0749 0.10
H 1.0386 0.2989 2.0234 0.11
H -2.7431 3.1772 1.9860 0.09
H 1.3463 2.1721 -1.2491 0.10
H 3.7353 -0.3082 -3.1391 0.13
H -1.1939 3.7620 4.7245 0.10
H -2.8255 -0.8328 1.8745 0.16
H 2.4473 0.0379 -0.3940 0.12
H -3.0538 3.2027 0.2231 0.10
H 3.8335 3.4522 -0.3144 0.12
H 4.1994 -0.1341 -0.7054 0.13
H 1.6709 3.7512 0.9156 0.12
H -3.0341 -5.7969 1.5154 0.10
H 2.7608 -1.5006 -2.2358 0.13
```



*two*
This record from the OMol25 dataset describes an isolated molecule of C25H28N4O3. The level of theory is ωB97M-V/def2-TZVPD.

Its structure (SMILES) is COc1ccc(N2CCN([C@H](CNC(=O)Oc3ccccc3)c3cccnc3)CC2)cc1. The calculation puts the HOMO energy at -7.30 eV. Its gap between HOMO and LUMO is 0.294 Ha. As for the multiplicity: 1. The calculation puts the LUMO energy at 0.70 eV.

The geometry in XYZ format:
```
60
Properties=species:S:1:pos:R:3:lowdin_charge:R:1
O -4.7952 0.5332 1.0026 0.08
O 6.8590 0.3992 -2.2523 -0.09
O -3.9897 -0.7889 -0.6618 0.11
N 0.2882 -1.5383 1.3637 -0.12
N 3.0005 -2.2545 0.7838 -0.11
N -3.4207 -1.1293 1.5168 0.10
N -1.4873 2.7919 0.7439 0.07
C -1.2534 1.6420 1.3483 -0.10
C -1.1774 0.4133 0.6981 -0.16
C -6.4213 0.7867 -0.7824 -0.01
C -7.1311 1.6330 -1.6167 -0.08
C -1.6472 2.7829 -0.5684 -0.15
C 1.3943 -0.8181 1.9692 -0.15
C -6.9431 3.0027 -1.5508 -0.09
C -1.3424 0.4231 -0.6841 -0.03
C 0.6645 -1.9578 0.0257 -0.16
C 2.6051 -1.7546 2.0820 -0.14
C 3.7847 -1.2905 -1.3375 -0.02
C 8.0716 0.8197 -1.6821 -0.10
C -5.5161 1.3285 0.1157 -0.23
C -1.5729 1.6269 -1.3286 -0.04
C 4.7725 -0.6529 -2.0574 0.00
C 5.1243 -1.1248 0.6270 -0.02
C -6.0367 3.5340 -0.6482 -0.08
C -0.9892 -0.8558 1.5075 -0.27
C -2.1742 -1.8142 1.2579 -0.12
C -5.3153 2.6998 0.1858 -0.01
C 3.9329 -1.5424 0.0302 -0.24
C 6.1124 -0.4745 -0.0879 -0.02
C 1.8739 -2.8946 0.1469 -0.15
C 5.9489 -0.2294 -1.4453 -0.29
C -4.0570 -0.4859 0.5003 -0.56
H 1.1013 -0.4887 2.9685 0.12
H 2.1673 -3.2812 -0.8284 0.12
H -1.1335 1.7034 2.4245 0.12
H -1.8501 3.7440 -1.0221 0.10
H -7.5012 3.6566 -2.2040 0.10
H 2.3306 -2.6107 2.7072 0.13
H -2.2163 -2.1457 0.2205 0.11
H 5.3007 -1.3277 1.6723 0.11
H -1.0409 -0.5725 2.5693 0.14
H -3.5180 -0.6984 2.4255 0.15
H -1.7152 1.6595 -2.3971 0.11
H 7.9113 1.5606 -0.8911 0.09
H -2.0855 -2.6842 1.9115 0.13
H 0.9328 -1.0973 -0.6102 0.12
H 8.6366 1.2779 -2.4926 0.09
H 8.6415 -0.0238 -1.2775 0.09
H 1.5852 -3.7410 0.7801 0.13
H 2.8895 -1.5875 -1.8604 0.10
H 7.0112 -0.1758 0.4287 0.10
H -5.8840 4.6015 -0.5961 0.10
H -1.3270 -0.4922 -1.2542 0.11
H -4.5951 3.0926 0.8870 0.11
H -6.5581 -0.2820 -0.8304 0.12
H 4.6459 -0.4639 -3.1119 0.12
H 3.4276 -1.2209 2.5541 0.11
H -7.8357 1.2162 -2.3207 0.10
H 1.6794 0.0709 1.3781 0.14
H -0.1626 -2.4999 -0.4324 0.12
```



Which one is most stable, and which one is least stable? *one* is the most stable of them, while *two* is the least stable.



*one*
This record from the OMol25 dataset describes an isolated molecule of C2HClN2O2. The level of theory is ωB97M-V/def2-TZVPD.

The calculation puts the HOMO energy (alpha / beta) at -9.09 / -9.10 eV. Its gap between HOMO and LUMO (alpha / beta) is 0.276 / 0.275 Ha. As for the multiplicity: 1. The calculation puts the LUMO energy (alpha / beta) at -1.59 / -1.61 eV.

The geometry in XYZ format:
```
8
Properties=species:S:1:pos:R:3:lowdin_charge:R:1
Cl 1.0537 0.6128 -1.8069 0.77
O -1.2848 2.4589 0.8524 0.03
O -0.0292 0.7306 0.8660 -0.21
N -1.3626 1.2645 0.6868 0.04
N -0.1319 -0.6172 0.9079 -0.01
C 1.3178 -0.7488 -0.9906 -0.49
C 0.2886 -1.3070 -0.1645 -0.26
H 0.1484 -2.3937 -0.3510 0.12
```



*two*
This record from the OMol25 dataset describes a cluster of 2 separate species, C2HClN2O2 in total. The level of theory is ωB97M-V/def2-TZVPD.

The calculation puts the HOMO energy (alpha / beta) at -11.55 / -11.54 eV. Its gap between HOMO and LUMO (alpha / beta) is 0.290 / 0.289 Ha. As for the multiplicity: 1. The calculation puts the LUMO energy (alpha / beta) at -3.67 / -3.67 eV.

The geometry in XYZ format:
```
8
Properties=species:S:1:pos:R:3:lowdin_charge:R:1
Cl -1.0021 -1.6189 -1.1063 0.79
O -0.6889 1.8462 0.0634 0.09
O -1.3222 0.1045 1.2400 0.08
N 2.4900 -0.6356 1.2882 0.00
N -0.8543 0.6147 0.2297 -0.49
C -0.2973 -0.1067 -0.7856 -0.46
C 1.5019 -0.6027 0.6908 -0.13
H 0.1729 0.3985 -1.6204 0.11
```



Which one is most stable, and which one is least stable? *two* is the most stable of them, while *one* is the least stable.



*one*
This record from the OMol25 dataset describes an isolated molecule of C2HN3O3. The level of theory is ωB97M-V/def2-TZVPD.

Its structure (SMILES) is O=c1nnoc(=O)[nH]1. The calculation puts the HOMO energy at -10.73 eV. Its gap between HOMO and LUMO is 0.340 Ha. As for the multiplicity: 1. The calculation puts the LUMO energy at -1.47 eV.

The geometry in XYZ format:
```
9
Properties=species:S:1:pos:R:3:lowdin_charge:R:1
O -2.2144 -1.0151 -0.0244 0.19
O 0.9918 0.9426 0.4530 0.01
O 2.4443 -0.6665 -0.3462 0.01
N -1.2545 1.0297 -0.2189 0.14
N 0.1238 -0.9728 0.1760 0.19
N -0.3066 1.6612 -0.2286 0.21
C 1.2701 -0.2729 0.1338 -0.57
C -1.2225 -0.4231 0.1148 -0.39
H 0.0018 -1.9376 -0.2507 0.20
```



*two*
This record from the OMol25 dataset describes a cluster of 2 separate species, C2HN3O3 in total. The level of theory is ωB97M-V/def2-TZVPD.

The calculation puts the HOMO energy (alpha / beta) at -8.45 / -9.25 eV. Its gap between HOMO and LUMO (alpha / beta) is 0.264 / 0.302 Ha. As for the multiplicity: 1. The calculation puts the LUMO energy (alpha / beta) at -1.26 / -1.05 eV.

The geometry in XYZ format:
```
9
Properties=species:S:1:pos:R:3:lowdin_charge:R:1
O -1.3908 -1.7591 2.8584 0.19
O -3.8966 -0.9980 0.4353 0.00
O -0.0680 0.6530 1.9351 0.15
N -2.5442 -1.0807 0.9968 -0.13
N 0.8517 -1.3833 1.2694 0.22
N -2.7064 -0.1870 0.0453 0.10
C -2.1656 -1.2263 2.1742 -0.19
C 0.4915 -0.2534 1.4622 -0.41
H 1.3673 -1.7967 0.5609 0.06
```



*three*
This record from the OMol25 dataset describes an isolated molecule of C2HN3O3. The level of theory is ωB97M-V/def2-TZVPD.

Its structure (SMILES) is O=c1onnnc1O. The calculation puts the HOMO energy at -11.21 eV. Its gap between HOMO and LUMO is 0.356 Ha. As for the multiplicity: 1. The calculation puts the LUMO energy at -1.51 eV.

The geometry in XYZ format:
```
9
Properties=species:S:1:pos:R:3:lowdin_charge:R:1
O -0.5438 1.9038 -0.2076 0.19
O 1.9344 0.3860 -0.7155 0.11
O 0.9067 -1.4888 -0.1531 0.01
N -1.3001 -1.3027 0.7928 -0.02
N -1.3815 -0.0272 0.4620 0.11
N -0.4432 -2.1229 0.3972 0.16
C -0.3991 0.6044 0.0481 -0.30
C 0.9128 -0.0862 -0.1942 -0.34
H 0.3137 2.1337 -0.4298 0.08
```



Which one is most stable, and which one is least stable? *one* is the most stable of them, while *two* is the least stable.



*one*
This record from the OMol25 dataset describes a structure of composition C29H39N7O4SScSi. The level of theory is ωB97M-V/def2-TZVPD.

The total charge is +1. The calculation puts the HOMO energy at -9.90 eV. Its gap between HOMO and LUMO is 0.276 Ha. As for the multiplicity: 1. The calculation puts the LUMO energy at -2.39 eV.

The geometry in XYZ format:
```
82
Properties=species:S:1:pos:R:3:lowdin_charge:R:1
Sc 0.3084 -0.0480 -0.2326 0.85
S -3.5602 0.7464 1.2344 0.71
Si 0.2274 2.3957 1.0647 0.66
O 2.6191 0.1587 -3.6483 0.10
O 5.1810 1.2672 -3.5441 0.15
O 0.9842 0.1481 -2.1164 -0.15
O 6.4422 1.9649 -1.8499 0.13
N -1.4277 -2.1028 -0.5125 -0.17
N 2.6129 0.3913 -0.0710 0.06
N -1.5335 0.5768 -1.4260 -0.05
N -5.7526 2.1074 1.7442 0.06
N 4.6233 1.2472 0.0480 0.22
N -0.3511 -0.9500 1.8593 -0.04
N 1.4259 -2.1725 -0.5525 -0.01
C 3.4656 0.8859 2.2300 0.02
C 4.3758 1.0645 -1.2858 -0.06
C -4.9570 1.5739 0.7819 -0.72
C 5.4270 1.4695 -2.2617 -0.48
C 3.2140 4.3228 -1.1274 -0.08
C -2.0104 -0.5072 -2.3024 -0.20
C 3.1167 0.5342 -1.3457 -0.15
C -1.7546 3.8169 -0.4474 -0.13
C -2.9258 4.5293 -0.6530 -0.09
C 3.9732 4.9680 -0.1613 -0.08
C -3.7055 4.9004 0.4342 -0.10
C 2.1062 3.5810 -0.7492 -0.12
C 2.4796 4.1490 1.5350 -0.13
C -5.3915 1.8103 -0.5482 -0.08
C -1.9692 -2.4292 0.8208 -0.19
C -3.2944 4.5670 1.7141 -0.10
C -0.6837 -3.2615 -1.0531 -0.16
C -6.5259 2.5202 -0.8023 -0.04
C -6.8816 2.8220 1.5221 -0.06
C -0.8985 -2.3209 1.8849 -0.21
C 2.2230 0.2581 -2.4979 -0.53
C 3.5479 0.8420 0.7511 -0.33
C -2.4968 -1.6401 -1.4226 -0.17
C -1.3288 3.4478 0.8313 -0.37
C -2.1222 3.8495 1.9064 -0.14
C -7.3043 3.0494 0.2505 -0.05
C 0.6791 -2.8932 -1.6002 -0.20
C 3.5992 4.8846 1.1702 -0.09
C 1.7132 3.4668 0.5869 -0.35
H 5.4710 1.6754 0.3937 0.19
H -2.8228 -0.1729 -2.9592 0.13
H 0.3257 2.2560 2.5633 -0.03
H -2.4272 -3.4266 0.8369 0.14
H -0.0789 -3.0198 1.7082 0.10
H -2.7563 -1.7120 1.0498 0.05
H 4.2928 0.8353 -3.6918 0.10
H 4.8441 5.5415 -0.4486 0.11
H 1.2010 -3.7958 -1.9389 0.13
H 2.1965 4.1059 2.5805 0.10
H -4.6150 5.4678 0.2819 0.10
H 2.4675 0.5847 2.5412 0.06
H -3.8820 4.8790 2.5692 0.10
H -1.0877 -0.2902 2.1194 0.04
H -0.5512 -3.9885 -0.2459 0.12
H 0.5940 -2.2214 -2.4576 0.11
H -1.8214 3.5976 2.9149 0.09
H 3.6344 1.9002 2.5863 0.08
H -1.1793 -0.8095 -2.9423 0.11
H 4.1744 5.4044 1.9261 0.10
H -3.2200 4.8108 -1.6552 0.10
H -1.1461 3.5670 -1.3112 0.09
H 3.4913 4.3936 -2.1714 0.11
H 0.3563 -0.8277 2.5802 0.09
H -1.2721 -3.7689 -1.8253 0.13
H 1.6227 -2.7913 0.2304 0.10
H -6.8292 2.6857 -1.8271 0.12
H 2.3356 -1.9010 -0.9136 0.09
H -4.7849 1.4169 -1.3503 0.10
H -2.8918 -2.4652 -2.0252 0.13
H -5.4397 1.9604 2.6957 0.14
H -8.2030 3.6154 0.0696 0.11
H -1.3256 -2.5674 2.8621 0.13
H -2.2766 0.9100 -0.8048 0.00
H 1.5351 3.0746 -1.5234 0.10
H -1.2159 1.3649 -1.9836 0.09
H -3.3138 -1.2610 -0.8081 0.09
H -7.3899 3.1779 2.4054 0.13
H 4.2005 0.2242 2.6865 0.09
```



*two*
This record from the OMol25 dataset describes a structure of composition C29H39N7O4SScSi. The level of theory is ωB97M-V/def2-TZVPD.

The total charge is +1. The calculation puts the HOMO energy at -9.73 eV. Its gap between HOMO and LUMO is 0.274 Ha. As for the multiplicity: 1. The calculation puts the LUMO energy at -2.26 eV.

The geometry in XYZ format:
```
82
Properties=species:S:1:pos:R:3:lowdin_charge:R:1
Sc -1.0201 -0.0855 0.5903 0.90
S 2.6219 -2.3582 -0.0312 0.66
Si 0.7600 0.7892 -1.3225 0.68
O -1.7299 -3.8251 -0.8560 0.09
O -1.6982 -1.6258 -0.4564 -0.15
O -0.7163 -6.0486 0.2291 0.15
O 0.5291 -6.3556 2.0559 0.13
N -2.3819 1.7778 1.8651 -0.21
N 0.7319 -3.7320 2.6047 0.20
N -2.6264 1.0133 -0.8046 -0.01
N 3.6430 -2.7585 -2.4364 0.05
N -2.8836 -0.9917 2.0486 0.00
N -0.1239 -1.9240 1.7400 0.06
N 0.4143 1.1781 2.0583 0.00
C -1.3421 3.7732 -3.4649 -0.09
C -0.5433 -3.0297 1.0154 -0.18
C 2.6388 -3.0618 -1.5668 -0.74
C -0.0188 -4.1612 1.5516 -0.08
C -1.3829 -2.8646 -0.1902 -0.53
C 1.9628 3.2372 -0.2472 -0.13
C 2.8587 -4.1014 -4.1964 -0.06
C -0.7450 2.0411 -5.0126 -0.08
C 3.7769 -3.2410 -3.7001 -0.07
C -0.7309 3.0529 -2.4430 -0.15
C 2.1159 1.8729 -0.5364 -0.36
C 1.4265 -1.6084 3.7037 0.02
C -3.6363 1.2617 2.4426 -0.18
C -1.5401 2.3396 2.9383 -0.17
C 4.3057 1.9953 0.5373 -0.08
C -0.0962 1.8216 -2.6709 -0.36
C -1.3480 3.2652 -4.7570 -0.08
C 2.9494 3.9673 0.4112 -0.09
C 1.7798 -4.4609 -3.3570 -0.03
C 3.3178 1.2729 -0.1272 -0.14
C -0.0517 -5.6313 1.2901 -0.47
C 0.6697 -2.3930 2.6882 -0.36
C 4.1254 3.3452 0.8088 -0.09
C -0.1273 1.3355 -3.9853 -0.11
C 1.6718 -3.9606 -2.0923 -0.06
C -3.3373 2.2324 -0.3751 -0.20
C -3.4512 -0.0956 3.0674 -0.21
C -0.1027 2.4850 2.5027 -0.20
C -2.6867 2.8159 0.8652 -0.17
H -2.7604 -0.0568 3.9091 0.11
H -1.8076 4.7299 -3.2550 0.11
H 3.4738 0.2150 -0.3147 0.02
H 0.7647 -0.9281 4.2408 0.08
H 1.5316 -0.1655 -2.1489 -0.03
H 2.9602 -4.4883 -5.1986 0.11
H -1.7502 3.2966 0.5787 0.11
H -4.3748 1.1691 1.6467 0.12
H -3.3280 3.5928 1.2998 0.14
H 2.8043 5.0249 0.6010 0.10
H 1.2780 -4.3695 3.1691 0.18
H 4.6393 -2.8950 -4.2508 0.13
H 0.8444 -4.2336 -1.4549 0.09
H -3.5899 -1.2182 1.3530 0.10
H -1.5833 1.6651 3.7961 0.12
H -0.7599 3.4714 -1.4402 0.07
H -3.2742 0.2800 -1.0749 0.10
H 0.4869 2.9011 3.3198 0.13
H -2.0804 1.2105 -1.6436 0.05
H -4.0456 1.9708 3.1702 0.14
H 2.2252 -1.0389 3.2240 0.09
H 1.0242 -5.1462 -3.7229 0.12
H -1.8149 3.8219 -5.5595 0.11
H 0.3474 0.3863 -4.2112 0.09
H 0.6708 0.6184 2.8635 0.06
H 1.2756 1.3243 1.5274 0.06
H -0.0016 3.1761 1.6680 0.10
H 1.8849 -2.2647 4.4417 0.10
H 4.8988 3.9105 1.3141 0.10
H -0.7483 1.6375 -6.0182 0.11
H -3.3057 2.9849 -1.1624 0.12
H -4.3881 2.0030 -0.2094 0.11
H -1.1404 -5.2794 -0.2384 0.07
H -2.6183 -1.8782 2.4629 0.09
H -1.9370 3.3051 3.2737 0.14
H 1.0689 3.7655 -0.5622 0.08
H 5.2240 1.5019 0.8353 0.10
H 4.3355 -2.1167 -2.0744 0.14
H -4.4083 -0.4428 3.4598 0.13
```



Which one is most stable, and which one is least stable? *one* is the most stable of them, while *two* is the least stable.